Record 1
{"formula": "C7H35NO11", "method": "ωB97M-V/def2-TZVPD", "elements": ["C", "C", "C", "C", "N", "C", "C", "C", "H", "H", "H", "H", "H", "H", "H", "H", "H", "H", "H", "H", "H", "H", "H", "O", "H", "H", "O", "H", "H", "O", "H", "H", "O", "H", "H", "O", "H", "H", "O", "H", "H", "O", "H", "H", "O", "H", "H", "O", "H", "H", "O", "H", "H", "O"], "coordinates": [[-0.26807, -0.77794, -2.21824], [0.09360, 0.68688, -1.77853], [-0.49506, 1.03478, -0.38091], [0.13407, 0.36478, 0.67804], [1.48309, 0.12044, 0.61823], [-1.78889, 1.63598, -0.50348], [-2.29986, 2.13492, 0.82339], [-3.48196, 2.63208, 0.93135], [-1.38528, -0.85169, -2.64825], [-0.17971, -1.58629, -1.40955], [0.35106, -1.08465, -3.07717], [-0.19562, 1.47018, -2.56138], [1.14186, 0.77680, -1.75043], [-0.42212, 0.29841, 1.61642], [1.83033, 0.01570, -0.47346], [1.91087, -0.64576, 1.15398], [-1.75333, 2.53944, -1.17664], [-2.33626, 0.89026, -1.03340], [-1.49166, 2.22683, 1.53114], [-3.84909, 3.06450, 1.80227], [-4.29234, 2.59055, 0.08687], [-0.16470, 4.12360, -2.66030], [1.16717, 3.62364, -2.10878], [0.52951, 3.52180, -2.83187], [-0.58196, -3.45863, 0.85814], [-0.92542, -2.68586, -0.30562], [-0.20045, -3.01442, 0.18207], [-4.13980, -0.57357, 2.03428], [-3.59362, 0.41828, 1.05669], [-4.12161, -0.41317, 1.11230], [3.77930, 0.87671, -3.47506], [2.41260, 0.45676, -3.08518], [2.90889, 1.20288, -3.62176], [-2.68747, -2.71441, 1.80517], [-1.69353, -3.02266, 3.10205], [-2.31024, -3.32215, 2.41248], [3.23916, -2.82400, 0.90514], [1.80398, -2.93520, 0.33497], [2.73631, -2.71699, 0.23455], [-1.34165, -0.43607, 3.01161], [-1.36725, 0.15703, 4.44177], [-1.98127, -0.10797, 3.65792], [3.30219, -0.45478, 2.20451], [3.73614, 0.18006, 3.53527], [3.97784, -0.58289, 2.85918], [-3.13347, -1.45678, 0.02701], [-2.87287, -2.17952, -1.35742], [-2.59600, -2.07705, -0.50426], [2.49641, 2.06323, 0.01349], [3.37378, 2.30751, -1.15086], [3.07448, 2.48675, -0.39125], [3.76773, -0.95584, -1.48071], [2.52895, -1.35026, -1.08143], [2.96016, -0.72371, -1.64965]], "spin_multiplicity": 1, "lumo_ev": -0.1495, "orbital_gap_ha": 0.27689, "smiles": "C=CC/C(=C/N)CC.O.O.O.O.O.O.O.O.O.O.O"}

---

Record 2
{"formula": "C7H3Cl2F5Si", "method": "ωB97M-V/def2-TZVPD", "elements": ["C", "C", "C", "C", "C", "C", "C", "F", "F", "F", "F", "F", "Si", "Cl", "Cl", "H", "H", "H"], "coordinates": [[1.63001, -0.46324, 2.38565], [0.25889, 1.28650, 3.26511], [0.92983, -1.43557, 3.09818], [-0.35771, 0.34831, 4.04952], [1.30834, 0.86359, 2.47672], [-0.07397, -1.02595, 3.96110], [-0.08416, -2.90141, -0.14184], [2.55540, -0.88341, 1.54801], [0.01289, 2.59765, 3.35000], [1.29109, -2.70158, 2.91404], [-1.42453, 0.67441, 4.78895], [-0.84957, -0.38139, 1.18713], [-1.29680, -1.84196, 0.51353], [-0.97032, -2.17658, 4.86366], [-3.30854, -1.72909, 0.87376], [0.75255, -2.67475, -0.68777], [1.84580, 1.54960, 1.85494], [-0.52804, -3.84175, -0.30803]], "spin_multiplicity": 1, "lumo_ev": -0.2242, "orbital_gap_ha": 0.32351, "smiles": "Fc1cc(F)c(F)c(Cl)c1F.C=[Si](F)Cl"}

---

Record 3
{"formula": "C7H3ClNO4PbSbSe4", "method": "ωB97M-V/def2-TZVPD", "elements": ["Pb", "O", "C", "O", "C", "C", "C", "C", "C", "N", "C", "O", "O", "H", "H", "H", "Se", "Sb", "Se", "Se", "Se", "Cl"], "coordinates": [[0.37309, -0.14734, 1.10021], [2.91486, 3.52747, 1.75678], [2.33964, 2.51108, 1.38316], [1.91172, 1.56670, 2.09000], [2.14765, 2.35377, -0.14604], [2.63752, 3.31173, -1.02835], [2.45761, 3.12863, -2.38887], [1.80817, 1.98722, -2.83257], [1.34073, 1.08506, -1.88721], [1.50888, 1.28112, -0.58704], [0.61748, -0.18426, -2.30710], [0.58439, -0.51367, -3.47427], [0.09465, -0.83174, -1.34047], [3.13468, 4.17421, -0.60988], [2.81168, 3.86617, -3.09830], [1.65035, 1.76677, -3.87649], [-1.74864, -3.72950, -3.35851], [-0.45575, -3.20500, -1.39551], [1.85258, -3.89277, -1.16889], [-1.75504, -2.24802, 0.58230], [-1.69183, -4.62592, 0.71949], [-1.65042, 1.35187, 0.97272]], "spin_multiplicity": 1, "charge": -2, "lumo_ev": 4.3335, "orbital_gap_ha": 0.22432}

---

Record 4
{"formula": "C7H3NO3", "method": "ωB97M-V/def2-TZVPD", "elements": ["C", "C", "C", "C", "C", "C", "C", "N", "O", "O", "O", "H", "H", "H"], "coordinates": [[0.36799, 2.10437, -1.00181], [-0.64832, 1.46172, -0.41414], [1.15019, 2.90401, -1.48461], [2.59403, -1.34533, 1.25864], [-1.37276, 0.56627, -0.02251], [1.57886, -1.66363, 0.62684], [0.32198, -2.06449, 0.06949], [-2.69189, 0.13279, 0.31831], [0.17847, -2.59357, -1.02182], [-3.53764, 0.43567, -0.48913], [-2.77662, -0.38380, 1.41932], [1.92594, 3.43122, -1.97028], [3.35556, -1.10710, 1.91237], [-0.44581, -1.87814, 0.79935]], "spin_multiplicity": 1, "lumo_ev": -1.4383, "orbital_gap_ha": 0.32982, "smiles": "C#CC#C[N+](=O)[O-].C#CC=O"}

---

Record 5
{"formula": "C7H3NO5V", "method": "ωB97M-V/def2-TZVPD", "elements": ["O", "C", "V", "O", "C", "C", "O", "C", "O", "C", "O", "C", "C", "N", "H", "H", "H"], "coordinates": [[0.00259, 3.90367, 0.05479], [0.00195, 2.77207, 0.12314], [-0.00034, -0.51432, -0.14993], [0.00009, 0.07025, -3.20201], [-0.00007, -0.30397, -2.07780], [-0.00146, -2.34563, -0.03454], [-0.00257, -3.50181, 0.12548], [-1.87735, -0.10595, 0.07091], [-3.02374, 0.14004, 0.25459], [1.87850, -0.10815, 0.07171], [3.02246, 0.13567, 0.25453], [0.00102, -0.00677, 4.55078], [0.00050, -0.04217, 3.09876], [-0.00002, -0.08145, 1.94184], [-0.90341, 0.51463, 4.91173], [0.90551, 0.51452, 4.91130], [0.00095, -1.03983, 4.94292]], "spin_multiplicity": 4, "charge": 2, "lumo_ev": [-10.4445, -11.0746], "orbital_gap_ha": [0.33369, 0.35593]}

---

Record 6
{"formula": "C7H40NO13", "method": "ωB97M-V/def2-TZVPD", "elements": ["C", "C", "C", "C", "C", "C", "C", "N", "H", "H", "H", "H", "H", "H", "H", "H", "H", "H", "H", "H", "H", "H", "H", "H", "O", "H", "H", "O", "H", "H", "O", "H", "H", "O", "H", "H", "O", "H", "H", "O", "H", "H", "O", "H", "H", "O", "H", "H", "O", "H", "H", "O", "H", "H", "O", "H", "H", "O", "H", "H", "O"], "coordinates": [[-0.05667, -0.66542, -0.95096], [-0.01747, 0.89507, -0.78082], [0.08111, 1.37152, 0.61067], [0.28758, 2.64413, 0.84297], [0.37549, 3.91583, -0.05314], [-0.47835, -0.57859, 2.29834], [0.34268, 0.30815, 1.65113], [-0.53844, -0.98408, -2.38556], [-0.59923, -1.13858, -0.22980], [1.08724, -1.13837, -0.93050], [-0.91345, 1.31422, -1.24575], [0.81363, 1.17591, -1.37987], [0.10865, 2.85388, 1.94973], [1.30181, 4.38647, 0.21215], [0.38050, 3.54301, -1.11852], [-0.45053, 4.55154, 0.22924], [-1.52935, -0.50085, 2.53871], [-0.15299, -1.56271, 2.63454], [1.35901, -0.21942, 1.55414], [0.01997, -1.91107, -2.56199], [-1.60122, -1.00305, -2.29836], [-0.18700, -0.25735, -3.00048], [-4.96766, -1.40292, 0.25547], [-3.88335, -0.67520, 1.15284], [-3.99331, -1.32790, 0.51710], [-2.64894, 0.67889, -3.88755], [-2.32393, 2.06779, -3.74301], [-2.32045, 1.23355, -3.30257], [0.83083, 2.47314, -3.22003], [2.16223, 1.84790, -3.13128], [1.63545, 2.48733, -3.61329], [3.62717, 0.24644, -2.84704], [4.23206, 0.11102, -1.58416], [3.60702, -0.38350, -2.21006], [1.96897, -1.60819, -3.88011], [2.70325, -2.21099, -2.52568], [1.89747, -2.27887, -3.18828], [0.14586, -3.97076, 0.15359], [-1.05173, -3.10154, 0.30292], [-0.57270, -3.46248, -0.37966], [1.41548, 0.61242, 4.94802], [1.38991, 1.28951, 3.54411], [1.11408, 0.74517, 4.19033], [-1.55278, 0.39934, 4.02163], [-1.59100, 1.87030, 4.02989], [-2.07950, 1.10609, 4.35065], [-3.51344, -2.67461, -1.08697], [-2.23934, -3.40007, -1.61544], [-2.98196, -2.69646, -1.86637], [4.21044, -0.71568, 1.74475], [2.71418, -1.22808, 1.78439], [3.34118, -0.60096, 1.36763], [2.29560, 1.51505, -0.72502], [3.79115, 2.23770, -1.08030], [2.89589, 2.04913, -1.36775], [0.79360, -4.23188, 2.27268], [0.45790, -2.98850, 2.88683], [0.84794, -3.39445, 2.00646], [-4.45916, 1.22104, 2.29641], [-3.54478, 0.61705, 3.37779], [-3.98660, 0.54392, 2.46523]], "spin_multiplicity": 2, "charge": 2, "lumo_ev": [-6.7423, -11.2556], "orbital_gap_ha": [0.34351, 0.17765]}

---

no.,total energy (eV)
1,-31833.932
2,-53817.391
3,-302687.659
4,-14929.392
5,-44702.569
6,-35991.765